[1]
{
  "formula": "C11H13NO3",
  "method": "ωB97M-V with the def2-TZVPD basis set",
  "gap_ev": 10.07,
  "charge": 0,
  "smiles": "O=[N+]([O-])[C@H]1CCC[C@@]1(O)c1ccccc1",
  "total_energy_ha": -707.34755,
  "mol_weight_da": 207.23,
  "e_homo_ev": -9.527,
  "de_lowest_kj_mol": 308.6,
  "symbols": ["O", "N", "O", "C", "C", "C", "C", "C", "O", "C", "C", "C", "C", "C", "C", "H", "H", "H", "H", "H", "H", "H", "H", "H", "H", "H", "H", "H"],
  "xyz": [[-0.7156, 2.2546, -1.3614], [0.2878, 1.8604, -0.8077], [0.7829, 2.3784, 0.1685], [0.9071, 0.6556, -1.3355], [2.4285, 0.6811, -1.2530], [2.8546, -0.5911, -0.5173], [1.7299, -0.8269, 0.4825], [0.4607, -0.6707, -0.3500], [0.3388, -1.7759, -1.1967], [-0.8283, -0.3830, 0.3729], [-0.9431, -0.4139, 1.7564], [-2.1658, -0.1678, 2.3577], [-3.2812, 0.1209, 1.5911], [-3.1774, 0.1446, 0.2113], [-1.9633, -0.1188, -0.3929], [0.5059, 0.4689, -2.3310], [2.7291, 1.5570, -0.6732], [2.8754, 0.7477, -2.2436], [2.9021, -1.4299, -1.2117], [3.8231, -0.4763, -0.0342], [1.7690, -1.8182, 0.9298], [1.7594, -0.0629, 1.2586], [-0.5890, -1.9101, -1.4225], [-0.0862, -0.6365, 2.3716], [-2.2450, -0.1984, 3.4342], [-4.2279, 0.3260, 2.0671], [-4.0367, 0.3753, -0.3995], [-1.8947, -0.0902, -1.4715]],
  "atomic_forces_ev_per_a": [[-0.3, 0.2, -0.2], [-0.1, 0.5, -0.2], [0.1, 0.2, 0.5], [0.0, -2.2, 0.6], [0.2, 0.1, -0.1], [-0.1, 0.0, 0.1], [-0.1, -0.2, -0.3], [0.4, 1.9, -0.5], [0.1, -0.4, -0.3], [-0.1, -0.2, 0.0], [0.0, 0.0, -0.1], [0.0, 0.0, 0.1], [0.0, 0.0, 0.0], [-0.1, 0.0, -0.1], [0.0, -0.1, 0.1], [0.0, 0.2, 0.2], [0.0, -0.1, -0.1], [0.0, 0.1, 0.0], [0.1, 0.0, 0.0], [0.0, 0.0, 0.0], [0.0, 0.0, 0.1], [0.0, 0.0, 0.0], [0.1, 0.0, 0.1], [0.1, 0.0, 0.0], [0.0, 0.0, 0.1], [-0.1, 0.0, 0.0], [-0.1, 0.0, 0.0], [0.0, 0.1, -0.1]]
}

***

[2]
{
  "formula": "C11H13NO3S",
  "method": "ωB97M-V with the def2-TZVPD basis set",
  "gap_ev": 9.49,
  "charge": 0,
  "smiles": "O=C(OCC(=O)N1CCCC1)c1cccs1",
  "total_energy_ha": -1105.64647,
  "mol_weight_da": 239.30,
  "e_homo_ev": -9.271,
  "de_lowest_kj_mol": 0.5,
  "symbols": ["O", "C", "O", "C", "C", "O", "N", "C", "C", "C", "C", "C", "C", "C", "C", "S", "H", "H", "H", "H", "H", "H", "H", "H", "H", "H", "H", "H", "H"],
  "xyz": [[-2.1380, -2.8345, 0.1448], [-1.8944, -1.6553, 0.1870], [-0.6862, -1.1297, 0.4649], [0.3990, -2.0283, 0.6505], [1.6160, -1.6087, -0.1812], [2.2039, -2.4087, -0.8838], [2.0005, -0.3309, -0.0673], [1.4289, 0.7072, 0.7677], [2.5059, 1.7900, 0.7834], [3.1235, 1.6631, -0.6076], [3.1462, 0.1544, -0.8241], [-2.8715, -0.5976, -0.0480], [-4.2057, -0.7489, -0.3197], [-4.8638, 0.4806, -0.4977], [-4.0245, 1.5442, -0.3603], [-2.4149, 1.0713, -0.0111], [0.6658, -2.0410, 1.7144], [0.0990, -3.0356, 0.3441], [0.5033, 1.0872, 0.3219], [1.1978, 0.3279, 1.7645], [3.2536, 1.5660, 1.5452], [2.0930, 2.7774, 0.9769], [2.4793, 2.1410, -1.3462], [4.1160, 2.1032, -0.6717], [4.0615, -0.2985, -0.4276], [3.0523, -0.1418, -1.8706], [-4.6745, -1.7137, -0.3847], [-5.9118, 0.5729, -0.7184], [-4.2602, 2.5867, -0.4455]],
  "atomic_forces_ev_per_a": [[0.1, 0.2, 0.0], [-0.2, -0.6, 0.0], [0.1, 0.3, 0.0], [0.3, -0.7, 0.0], [-0.5, -0.1, 0.2], [0.1, -0.3, -0.1], [0.3, 0.3, -0.1], [-0.4, 0.3, 0.3], [-0.1, 0.0, -0.1], [0.0, -0.1, 0.1], [0.3, -0.1, -0.3], [-0.2, 0.6, -0.1], [0.5, -0.2, 0.1], [0.0, 0.2, 0.0], [0.4, -0.1, 0.1], [-0.5, -0.3, -0.1], [-0.1, 0.0, -0.1], [0.2, 0.3, 0.1], [0.1, 0.0, 0.1], [-0.1, 0.1, 0.0], [0.0, 0.0, 0.0], [0.0, 0.0, 0.1], [0.0, 0.0, 0.0], [0.0, 0.0, -0.1], [0.0, 0.0, -0.1], [0.1, 0.0, 0.1], [0.0, -0.2, 0.0], [-0.2, 0.0, 0.0], [-0.1, 0.2, 0.0]]
}